## A
Here is a cluster of 2 separate species, C4H13NOS in total from the OMol25 dataset. Energies are from ωB97M-V/def2-TZVPD.

HOMO	-9.26	eV
frontier orbital gap	9.943	eV
LUMO level	0.7	eV

```
! wB97M-V def2-TZVPD RIJCOSX def2/J DEFGRID3
* xyz 0 1
S 1.97527 1.75094 0.50985
O -2.49118 1.74489 1.20942
N -1.67858 -0.79230 0.23762
C 0.88577 -0.36423 -1.21089
C 0.79093 1.17143 -0.81176
C 0.86382 -1.42963 -0.05995
C -0.31454 -1.21490 0.86796
H -1.83388 1.07481 0.92554
H 0.84883 -2.51300 -0.40429
H -2.00428 2.50034 1.57709
H 0.09744 -0.56362 -1.95539
H 3.16875 1.88509 -0.18202
H -0.07107 -0.33113 1.49473
H -2.44069 -1.06032 0.78022
H -1.62901 -1.33683 -0.59225
H -0.29077 1.35562 -0.55843
H 1.80484 -0.42091 -1.90124
H -0.38183 -2.08728 1.43315
H 1.79199 -1.18845 0.42213
H 0.90819 1.81948 -1.78150
*
```

Atom-resolved charges from Löwdin, all expressed in e:
1. S 0.64
2. O -0.09
3. N 0.02
4. C -0.28
5. C -0.55
6. C -0.22
7. C -0.23
8. H -0.03
9. H 0.13
10. H 0.04
11. H 0.09
12. H -0.13
13. H 0.10
14. H 0.05
15. H 0.05
16. H 0.05
17. H 0.12
18. H 0.08
19. H 0.08
20. H 0.10

## B
Here is a cluster of 2 separate species, C4H13NOS in total from the OMol25 dataset. Energies are from ωB97M-V/def2-TZVPD.

HOMO	-8.83	eV
frontier orbital gap	9.593	eV
LUMO level	0.8	eV

```
! wB97M-V def2-TZVPD RIJCOSX def2/J DEFGRID3
* xyz 0 1
S -1.97472 -0.43685 -2.23801
O 0.66707 2.68238 2.55306
N 1.70438 0.18765 1.58889
C 0.92545 -1.50282 -0.06601
C 2.01712 -0.44756 0.31018
C -1.03223 0.11281 -0.77002
C -0.50660 -0.87986 0.25741
H -0.49740 -0.61358 1.30516
H 1.04638 2.07371 1.89848
H -1.19178 -1.74437 0.19568
H 1.12265 -2.42268 0.51345
H 2.96783 -0.99385 0.21479
H 1.91469 -0.30386 2.45769
H -2.33430 -1.63678 -1.71483
H 2.40129 0.91310 1.81923
H 1.94617 0.27914 -0.49582
H -0.21580 0.73007 -1.11137
H -1.87946 0.65192 -0.33803
H 0.86757 3.55128 2.17903
H 1.00504 -1.65407 -1.14119
*
```

Atom-resolved charges from Löwdin, all expressed in e:
1. S 0.67
2. O -0.08
3. N -0.03
4. C -0.18
5. C -0.28
6. C -0.57
7. C -0.26
8. H 0.09
9. H -0.02
10. H 0.09
11. H 0.11
12. H 0.11
13. H 0.09
14. H -0.14
15. H 0.08
16. H 0.10
17. H 0.05
18. H 0.05
19. H 0.03
20. H 0.10

Stability check: which of them is most stable? B.

## A
Here is a cluster of 2 separate species, C4H13NOS in total from the OMol25 dataset. Energies are from ωB97M-V/def2-TZVPD.

HOMO	-9.04	eV
frontier orbital gap	9.709	eV
LUMO level	0.7	eV

```
! wB97M-V def2-TZVPD RIJCOSX def2/J DEFGRID3
* xyz 0 1
S -2.03065 -2.55777 -1.22533
O 2.06662 2.41120 1.95008
N 0.45915 0.75822 0.01357
C -0.84396 -1.13132 0.89144
C 0.57115 1.71469 -1.08422
C -0.86972 0.19636 0.15816
C -0.64631 -2.32937 -0.03888
H -1.41025 0.16243 -0.79321
H 0.03428 -1.08955 1.54103
H -1.71257 -1.23520 1.53528
H 2.99558 2.26988 1.71570
H 1.19109 0.06032 -0.05069
H -1.45099 0.87579 0.77206
H 0.24444 -2.16936 -0.64181
H 1.58492 1.89216 1.27580
H -0.58971 -3.25341 0.50790
H 0.63373 1.23192 -2.07365
H -1.33958 -2.42175 -2.36032
H -0.34995 2.29214 -1.11546
H 1.46272 2.32262 -0.97743
*
```

Atom-resolved charges from Löwdin, all expressed in e:
1. S 0.69
2. O -0.09
3. N -0.16
4. C -0.26
5. C -0.12
6. C -0.28
7. C -0.54
8. H 0.09
9. H 0.11
10. H 0.11
11. H 0.03
12. H 0.11
13. H 0.12
14. H 0.07
15. H -0.02
16. H 0.05
17. H 0.08
18. H -0.16
19. H 0.08
20. H 0.07

## B
Here is a cluster of 2 separate species, C4H13NOS in total from the OMol25 dataset. Energies are from ωB97M-V/def2-TZVPD.

HOMO	-8.96	eV
frontier orbital gap	9.789	eV
LUMO level	0.8	eV

```
! wB97M-V def2-TZVPD RIJCOSX def2/J DEFGRID3
* xyz 0 1
S 0.02686 -2.55675 1.45773
O 1.76110 0.91307 -2.61687
N -0.74601 0.42571 -0.55622
C -0.09304 -0.05419 0.66764
C 0.66863 -1.35143 0.28410
C 0.84099 0.93971 1.34583
C -2.19721 0.58992 -0.51628
H 0.40897 1.64953 2.06299
H -0.37274 1.30929 -0.86113
H 1.41029 1.62013 0.69890
H 0.54261 -3.75523 1.26624
H 1.76054 -1.29540 0.36219
H 1.62069 0.45112 -1.79301
H -2.69218 -0.37043 -0.73679
H -0.74413 -0.16423 1.54975
H -2.67733 0.80346 0.44395
H -2.44887 1.34329 -1.26261
H 0.92783 0.75961 -3.05602
H 1.56316 0.43234 1.98451
H 0.43984 -1.68951 -0.72488
*
```

Atom-resolved charges from Löwdin, all expressed in e:
1. S 0.73
2. O -0.05
3. N -0.10
4. C -0.50
5. C -0.53
6. C -0.08
7. C -0.12
8. H 0.08
9. H 0.09
10. H 0.08
11. H -0.18
12. H 0.07
13. H 0.00
14. H 0.08
15. H 0.10
16. H 0.07
17. H 0.08
18. H 0.03
19. H 0.08
20. H 0.07

Stability check: which of them is most stable? A.